Density functional theory data (the ωB97M-V functional and the def2-TZVPD basis) for a structure of composition C30H42As3FN3PdS.

Values from the calculation:
Highest occupied orbital energy, eV: -14.362
LUMO energy, eV: -10.41
Molar mass, g/mol: 826.9
Net charge: +3
Multiplicity: 1

CARTESIAN COORDINATES (ANGSTROEM)
Pd  -0.219  -0.890  -0.538
As  3.664  4.675  -3.260
As  0.012  1.506  -0.578
As  2.091  -0.916  -1.167
S  -3.428  0.167  -0.705
F  0.233  0.000  7.924
N  -0.423  -2.992  -0.357
N  -3.986  -2.803  -0.829
N  -2.326  -1.150  -0.647
C  0.784  -0.845  4.540
C  1.058  -0.561  5.836
C  3.268  2.710  -3.193
C  1.178  2.335  -1.900
C  0.562  2.089  1.188
C  -1.664  -3.446  -0.628
C  3.405  -1.098  0.246
C  -7.397  -0.402  -0.466
C  -6.135  0.183  -0.476
C  0.535  -3.879  -0.079
C  2.732  0.449  -2.399
C  0.338  -5.248  -0.129
C  2.647  1.930  -2.015
C  -5.014  -0.615  -0.612
C  -0.578  -0.845  4.057
C  -5.147  -1.985  -0.722
C  -1.378  -0.245  6.280
C  3.406  2.197  -0.720
C  -1.516  2.657  -0.873
C  -0.030  -0.267  6.687
C  -0.908  -5.716  -0.500
C  -1.646  -0.527  4.981
C  -6.396  -2.574  -0.703
C  -1.925  -4.800  -0.735
C  2.406  -2.465  -2.294
C  -0.866  -1.167  2.776
C  2.343  5.500  -2.057
C  -7.527  -1.775  -0.582
C  5.206  4.765  -2.055
C  -2.719  -2.389  -0.723
H  -8.274  0.223  -0.375
H  -1.965  2.461  -1.843
H  -8.506  -2.233  -0.579
H  1.102  3.399  -1.678
H  1.560  -2.614  -2.962
H  4.463  1.954  -0.834
H  -4.163  -3.789  -0.908
H  2.587  -3.366  -1.717
H  1.582  -1.089  3.850
H  0.661  2.169  -2.850
H  -6.495  -3.650  -0.790
H  2.662  2.524  -4.084
H  -2.144  -0.010  7.008
H  2.178  0.261  -3.324
H  -0.311  2.047  1.840
H  4.985  4.527  -1.016
H  2.343  5.105  -1.040
H  1.343  5.448  -2.489
H  2.058  -0.556  6.248
H  -1.123  3.675  -0.854
H  1.353  1.462  1.592
H  -6.036  1.259  -0.394
H  2.611  6.555  -2.001
H  3.328  -2.090  0.689
H  0.913  3.119  1.131
H  4.402  -0.985  -0.179
H  -2.252  2.544  -0.084
H  1.152  -5.920  0.102
H  5.990  4.105  -2.425
H  5.590  5.784  -2.101
H  4.249  2.276  -3.413
H  3.259  -0.344  1.015
H  -2.666  -0.525  4.617
H  3.016  1.614  0.117
H  -1.100  -6.777  -0.587
H  -2.903  -5.174  -1.000
H  3.771  0.162  -2.583
H  3.294  -2.251  -2.889
H  -0.103  -1.441  2.052
H  1.500  -3.476  0.191
H  3.340  3.249  -0.445
H  -1.890  -1.195  2.419

Density functional theory data (the ωB97M-V functional and the def2-TZVPD basis) for a structure of composition C30H42Br2N2P2Pt in a non-equilibrium geometry.

Values from the calculation:
Highest occupied orbital energy (alpha / beta), eV: -13.391 / -13.393
LUMO energy (alpha / beta), eV: -6.71 / -9.12
Molar mass, g/mol: 847.5
⟨S²⟩: 2.055
Net charge: +2
Multiplicity: 3

CARTESIAN COORDINATES (ANGSTROEM)
Pt  -0.218  0.394  -1.414
Br  1.171  1.208  3.512
Br  -3.755  -1.653  6.425
P  -0.963  -1.711  -1.034
P  1.944  -1.243  0.764
N  -0.690  7.167  -5.341
N  -2.685  0.348  2.922
C  -0.192  1.437  1.269
C  -2.621  -2.186  -3.246
C  0.376  2.522  -0.877
C  0.028  -3.457  -0.975
C  1.504  3.072  -0.216
C  -3.492  -0.276  5.106
C  -0.074  3.539  -3.161
C  3.830  -0.369  -1.157
C  2.108  -2.823  1.804
C  -0.296  4.828  -3.797
C  -2.418  -1.198  -2.109
C  -1.747  -2.166  0.617
C  2.930  -1.535  -0.779
C  1.749  2.915  1.188
C  3.174  -0.285  1.745
C  3.124  -3.852  1.361
C  -0.348  7.263  -4.060
C  -0.148  6.149  -3.221
C  -3.222  1.563  3.121
C  -0.662  1.907  -0.057
C  -3.751  1.059  5.407
C  -2.862  -0.562  3.869
C  -0.857  5.964  -5.871
C  4.536  -0.875  2.043
C  -3.573  2.018  4.406
C  -0.555  -4.837  -1.353
C  -3.046  -2.995  0.696
C  0.103  2.671  -2.290
C  0.854  2.067  1.917
C  -0.691  4.769  -5.153
H  -0.689  0.631  1.784
H  2.331  -2.434  2.810
H  -0.219  8.271  -3.670
H  2.142  -1.660  -1.526
H  -1.724  -2.693  -3.594
H  -2.056  -0.122  -2.292
H  -3.381  -1.132  -1.530
H  4.474  -1.663  2.805
H  3.939  -0.342  -2.245
H  -1.037  -5.325  -0.483
H  0.337  -3.575  0.082
H  3.245  0.719  1.317
H  3.055  -4.688  2.064
H  -3.911  -2.533  0.208
H  0.157  6.311  -2.177
H  -3.317  -3.092  1.756
H  -4.154  1.290  6.377
H  3.406  0.599  -0.870
H  -1.889  -1.275  1.259
H  -1.006  -2.794  1.129
H  -1.709  2.060  -0.434
H  0.278  -5.495  -1.665
H  -2.962  -4.031  0.345
H  4.156  -3.491  1.405
H  3.500  -2.477  -0.741
H  -3.313  2.210  2.241
H  -3.072  -1.732  -4.146
H  2.675  -0.122  2.722
H  -3.673  3.068  4.618
H  -2.531  -1.585  3.649
H  -3.329  -2.927  -2.897
H  2.310  3.502  -0.812
H  0.978  -3.304  -1.519
H  5.190  -0.079  2.428
H  1.090  -3.243  1.838
H  -0.818  3.798  -5.653
H  -1.262  -4.823  -2.186
H  -1.130  5.906  -6.920
H  5.016  -1.287  1.152
H  2.571  3.437  1.690
H  2.934  -4.253  0.359
H  4.838  -0.459  -0.740

Density functional theory data (the ωB97M-V functional and the def2-TZVPD basis) for a structure of composition C30H42BrClN2P2Pt in a non-equilibrium geometry.

Values from the calculation:
Highest occupied orbital energy (alpha / beta), eV: -12.776 / -12.744
LUMO energy (alpha / beta), eV: -6.88 / -8.41
Molar mass, g/mol: 803.1
⟨S²⟩: 2.022
Net charge: +2
Multiplicity: 3

CARTESIAN COORDINATES (ANGSTROEM)
Pt  2.239  -0.646  1.140
Br  3.166  -2.566  -0.167
Cl  6.306  2.955  2.254
P  0.467  -2.822  -2.135
P  0.776  0.830  0.013
N  3.999  0.352  0.398
N  -5.499  4.436  1.746
C  -5.763  3.147  1.539
C  0.335  1.947  -2.637
C  -4.775  4.801  2.806
C  1.305  1.234  -1.683
C  4.663  0.104  -0.763
C  -0.603  -2.003  -3.353
C  1.587  -4.100  -2.826
C  -1.421  0.022  4.024
C  -1.511  -1.122  3.210
C  -0.374  -1.522  2.512
C  0.801  -0.722  2.569
C  5.762  1.811  1.090
C  -0.997  0.341  -0.120
C  0.491  3.701  0.386
C  -5.298  2.126  2.383
C  6.509  1.484  -0.044
C  5.931  0.658  -1.012
C  4.465  1.302  1.236
C  -4.445  2.502  3.452
C  0.951  0.217  3.605
C  -0.604  -3.654  -0.900
C  -4.269  3.875  3.723
C  -3.550  1.563  4.077
C  -2.592  0.802  4.206
C  1.186  -5.543  -2.539
C  0.742  2.347  1.045
C  -0.715  -2.756  -4.673
C  -2.092  1.415  -0.245
C  -1.801  -4.347  -1.535
C  -0.142  0.523  4.401
H  -1.037  -0.347  -0.982
H  -2.482  -1.616  3.069
H  4.187  -0.655  -1.390
H  0.277  -5.847  -3.075
H  2.507  -3.879  -2.235
H  2.007  -6.206  -2.835
H  0.859  2.128  -3.584
H  0.275  -2.909  -5.122
H  -1.591  -1.805  -2.904
H  0.530  4.449  1.182
H  -0.002  -4.350  -0.297
H  1.840  -3.873  -3.879
H  -0.120  -1.016  -3.500
H  -2.235  2.001  0.678
H  -0.565  1.375  -2.885
H  -0.500  3.777  -0.066
H  1.628  0.280  -2.133
H  3.835  1.608  2.071
H  -4.578  5.871  2.935
H  -1.201  -0.260  0.775
H  -1.919  2.106  -1.083
H  1.228  4.006  -0.363
H  -3.048  0.906  -0.440
H  -1.217  -3.724  -4.542
H  -3.642  4.216  4.559
H  -1.508  -5.258  -2.076
H  0.020  2.933  -2.273
H  6.429  0.420  -1.962
H  -0.072  2.149  1.756
H  7.491  1.923  -0.198
H  1.894  0.757  3.701
H  -1.313  -2.151  -5.367
H  -0.394  -2.383  1.849
H  -6.368  2.906  0.663
H  -0.039  1.287  5.179
H  2.194  1.869  -1.562
H  1.027  -5.683  -1.461
H  -0.934  -2.851  -0.214
H  -2.327  -3.665  -2.216
H  1.654  2.359  1.659
H  -5.509  1.090  2.129
H  -2.509  -4.632  -0.745